This record from the OMol25 dataset describes the ion C8H11N6 with charge +1 at a distorted geometry. The level of theory is ωB97M-V/def2-TZVPD.

```
25
Properties=species:S:1:pos:R:3:forces:R:3
C -4.066 -0.029 -0.504 0.9 1.0 -0.2
C -3.906 0.885 0.585 -1.0 -1.7 -1.8
C -2.834 -0.434 -0.838 0.6 -2.1 0.8
C 0.331 0.891 -0.741 -5.0 -2.1 -1.0
C 1.074 -1.671 0.202 1.3 -0.6 -0.4
C 2.427 1.813 0.107 2.9 -0.7 0.0
C 3.186 -0.511 0.194 1.4 -1.5 -2.3
C -0.672 -0.133 0.379 1.7 -0.7 2.2
N -2.698 0.811 0.979 1.0 2.7 3.2
N 1.322 1.513 -0.406 1.8 4.5 1.9
N 1.849 -0.711 0.297 -1.8 0.3 1.1
N -2.048 -0.033 0.242 1.1 0.2 -2.3
N -0.277 -1.502 0.255 -0.1 0.5 -0.6
N 3.428 0.923 0.103 0.8 -0.1 1.5
H -4.924 -0.290 -0.993 -2.1 -0.3 -1.2
H -4.682 1.537 0.872 -0.3 0.7 1.1
H -2.490 -1.200 -1.534 -0.2 0.5 0.1
H 0.059 0.736 -1.746 -0.9 -0.3 -1.0
H 1.386 -2.656 -0.011 0.3 -1.5 -0.3
H 2.884 2.730 0.551 -1.5 0.4 -0.8
H 3.632 -0.939 1.029 1.3 -0.1 2.0
H 3.701 -1.089 -0.627 -0.5 0.8 0.1
H -0.231 0.286 1.424 -1.4 -0.7 -2.6
H -0.723 -2.179 -0.387 -0.4 0.9 0.8
H 4.274 1.252 0.568 -0.1 -0.2 -0.3
```
Forces are in eV/Å.

Summary:
Charge = +1
Spin multiplicity = 3
Energy relative to the best compared isomer or geometry (same formula, charge and spin) = 353.5 kJ/mol
Orbital gap (spin up / spin down) = 6.70 / 5.46 eV


This record from the OMol25 dataset describes a cluster of 8 separate species, C31H49N8O5 in total at a distorted geometry. The level of theory is ωB97M-V/def2-TZVPD.

```
93
Properties=species:S:1:pos:R:3:forces:R:3
C 1.968 0.725 -2.158 -13.9 6.3 7.5
C 0.640 0.557 -3.112 1.3 1.8 -1.1
C 0.527 -0.871 -3.536 -5.7 -0.8 -2.2
C -0.044 -1.836 -2.514 -3.8 0.0 -2.0
C -1.381 -1.292 -2.100 -0.7 1.6 -1.3
C -1.271 0.062 -1.480 -3.7 0.7 1.2
N -0.567 0.982 -2.296 2.2 5.6 0.1
O -0.715 2.217 -2.147 0.0 -4.6 -0.7
C -0.729 0.198 -0.043 4.9 -5.0 -2.6
C -2.781 0.543 -1.437 1.5 -6.9 3.7
C 0.699 1.513 -4.436 1.4 1.3 0.9
H 2.693 0.467 -2.538 12.9 -5.0 -7.7
H 1.824 0.197 -1.250 -0.2 -1.5 0.5
H 2.214 1.693 -1.608 -0.9 -0.3 -1.6
H 1.434 -1.214 -3.716 4.3 -1.2 -1.6
H -0.172 -0.977 -4.569 2.0 0.5 2.7
H 0.549 -1.859 -1.708 2.4 -0.3 3.2
H -0.342 -2.858 -2.755 1.2 -0.1 -1.0
H -1.975 -1.755 -1.369 -0.3 -1.7 1.0
H -2.169 -1.115 -2.923 1.6 -0.8 0.5
H -0.770 1.061 0.352 -0.8 7.4 1.8
H 0.535 0.105 0.065 -3.7 -0.9 -0.1
H -1.371 -0.256 0.662 -0.3 -1.9 0.6
H -3.234 0.738 -2.259 -2.2 0.7 -6.4
H -2.856 1.379 -0.991 -0.3 6.0 4.0
H -3.547 -0.199 -0.907 2.2 1.2 -0.8
H 1.679 1.327 -5.072 -2.2 -0.1 1.4
H 0.799 2.609 -4.065 -0.2 -1.9 -0.7
H -0.228 1.442 -5.071 1.0 -0.2 0.7
N 3.211 3.435 3.764 3.5 1.5 -0.7
C 2.156 3.172 4.559 -5.0 -2.3 -3.7
C 0.944 2.750 3.627 4.1 1.7 -1.9
C 1.521 3.051 2.177 7.0 0.1 12.4
C 2.970 3.353 2.395 -3.0 0.0 -2.4
H 4.224 3.834 4.091 -3.7 -1.5 -0.8
H 2.137 3.162 5.622 0.4 0.1 0.5
H -0.089 2.181 3.711 2.4 1.8 0.6
H 1.027 2.956 1.392 -4.0 -0.9 -7.0
H 3.750 3.555 1.481 -1.9 -0.4 3.1
N -2.115 5.717 1.112 -2.8 1.8 4.0
C -0.857 5.271 1.126 -0.9 -1.9 -5.3
C -0.792 4.633 -0.345 -2.1 2.1 4.0
C -2.072 4.789 -0.992 -0.9 2.2 4.3
C -2.906 5.534 -0.038 4.5 -1.8 0.4
H -2.507 6.055 2.171 1.0 -0.9 -4.4
H -0.252 5.431 2.041 -0.1 -0.5 -1.2
H 0.018 4.035 -0.567 1.6 -0.9 -1.0
H -2.644 4.466 -1.844 1.0 -0.3 -0.6
H -3.874 5.928 -0.055 -1.1 0.3 -0.2
N -5.157 1.431 1.471 3.4 1.3 3.0
C -4.482 2.596 1.105 3.5 -2.1 0.7
C -3.101 2.421 1.700 -5.3 -3.3 1.4
C -3.147 1.185 2.635 -3.2 0.5 -2.9
C -4.517 0.620 2.397 4.6 2.9 -0.6
H -5.858 1.059 0.972 -3.4 -1.1 -1.9
H -4.936 3.235 0.277 1.0 -0.9 1.5
H -2.284 3.044 1.659 1.5 1.6 -0.3
H -2.326 0.657 3.237 -1.5 1.2 -1.0
H -4.889 -0.307 2.761 -0.6 -0.3 0.0
N -1.440 -3.875 1.428 -3.1 2.1 2.8
C -0.970 -4.318 2.678 -2.4 1.7 1.5
C -1.825 -3.690 3.724 0.2 1.1 -1.6
C -2.819 -2.799 3.089 6.3 -5.5 -5.9
C -2.541 -3.002 1.593 -1.2 1.8 3.9
H -1.101 -3.845 0.500 1.2 -1.2 -0.4
H -0.114 -4.990 2.779 -0.5 0.4 -0.2
H -1.761 -3.557 4.874 0.5 -1.2 -2.2
H -3.464 -2.243 3.605 -2.7 2.2 1.5
H -3.105 -2.368 0.803 1.5 -1.7 1.0
N 0.753 -1.916 2.425 -0.4 0.1 -2.3
C 1.007 -0.761 3.065 5.3 0.3 -0.6
C 2.446 -0.445 2.937 -2.3 -2.0 -1.6
C 2.940 -1.450 1.988 0.3 -2.1 -0.4
C 1.834 -2.376 1.661 1.5 3.9 2.6
H -0.215 -2.119 2.128 0.8 -0.1 0.6
H 0.293 -0.035 3.247 -1.5 0.7 1.1
H 2.988 0.435 3.327 -0.6 -0.8 -0.2
H 4.085 -1.699 1.631 -3.2 1.0 1.0
H 1.669 -3.100 0.909 0.2 -0.9 -0.2
C 5.785 -2.545 -3.489 3.3 2.9 0.0
N 5.024 -1.536 -4.294 -0.6 -2.2 0.0
O 5.547 -1.231 -5.306 1.4 1.9 -1.9
O 3.828 -1.482 -4.128 -1.4 0.9 1.2
H 5.265 -3.379 -3.889 0.4 -1.5 0.6
H 5.876 -2.281 -2.431 -1.2 -0.6 -0.1
H 6.879 -2.313 -3.823 -2.0 -1.3 0.1
C 1.431 -5.911 -1.940 3.4 0.1 -1.4
N 0.890 -5.489 -0.683 2.1 1.4 3.5
O 0.005 -4.651 -0.817 0.0 -0.7 0.8
O 1.483 -5.807 0.410 -2.6 0.9 -3.5
H 2.496 -6.348 -1.758 -2.0 0.9 -0.3
H 1.464 -4.985 -2.662 -0.3 -2.1 1.4
H 0.806 -6.718 -2.241 -0.5 -0.5 -0.9
```
Forces are in eV/Å.

Summary:
Charge = +1
Energy relative to the best compared isomer or geometry (same formula, charge and spin) = 0.0 kJ/mol
Orbital gap = 3.85 eV


This record from the OMol25 dataset describes a structure of composition C54H62N2O5P4Sr at a distorted geometry. The level of theory is ωB97M-V/def2-TZVPD.

```
128
Properties=species:S:1:pos:R:3:forces:R:3
Sr -1.835 -0.205 -3.284 0.2 1.2 -1.0
C -0.504 3.344 5.524 -0.1 -0.1 -0.3
C -1.249 3.443 4.171 1.0 0.9 0.0
P -0.512 4.776 2.998 -3.0 -0.8 0.2
C -1.393 6.246 3.664 0.0 -0.1 0.0
C -2.108 6.939 2.699 0.1 1.8 -0.4
C -2.809 8.118 3.024 -1.4 -0.8 0.3
C -3.127 8.356 4.375 -0.3 0.3 -0.8
C -2.462 7.637 5.352 0.5 -0.4 0.3
C -1.531 6.651 4.994 0.5 0.6 0.1
C 1.204 4.949 3.269 1.8 1.4 0.1
C 2.061 3.935 2.794 0.2 0.4 0.1
C 3.335 4.294 2.312 -0.8 0.7 0.7
C 3.815 5.607 2.538 -0.2 -1.7 -0.1
C 3.035 6.497 3.260 1.7 1.2 0.3
C 1.720 6.272 3.488 -1.6 -2.5 -0.3
C -1.149 2.315 6.476 1.7 0.7 0.7
P -1.203 0.598 5.874 0.3 -0.8 -1.7
C -0.132 -0.223 7.055 1.3 0.0 1.2
C 1.256 -0.149 6.757 0.7 0.9 -0.9
C 2.273 -0.311 7.684 -1.7 -1.5 1.4
C 1.864 -0.663 9.022 2.5 1.7 -1.7
C 0.564 -0.660 9.362 -2.2 -1.3 -0.4
C -0.460 -0.589 8.358 1.3 -0.1 0.9
C -2.834 -0.014 6.292 -2.3 1.0 1.5
C -3.529 0.298 7.545 1.7 0.1 -1.1
C -4.754 -0.273 7.803 0.8 0.9 0.7
C -5.456 -0.900 6.811 -1.1 -1.2 -1.4
C -4.952 -1.044 5.507 0.9 0.0 1.3
C -3.602 -0.641 5.307 -1.4 -0.5 -0.3
H -0.494 4.319 6.016 -0.5 0.0 0.1
H 0.593 3.200 5.439 -0.6 -0.5 -0.4
H -2.337 3.707 4.341 1.2 -0.4 -0.4
H -1.128 2.534 3.570 -0.4 -0.1 0.5
H -1.988 6.688 1.649 0.0 -0.1 0.1
H -3.328 8.722 2.258 0.5 -0.5 0.4
H -3.921 9.085 4.632 0.9 -0.3 -0.1
H -2.625 7.853 6.405 0.1 0.0 -0.2
H -0.780 6.327 5.717 -0.6 -0.3 0.1
H 1.678 2.898 2.801 0.4 0.6 -0.4
H 3.944 3.575 1.785 0.1 -0.1 0.1
H 4.808 5.822 2.161 0.0 0.3 0.3
H 3.469 7.391 3.727 0.0 0.0 -0.9
H 1.025 7.054 3.740 0.1 0.2 0.5
H -2.121 2.652 6.760 -0.8 0.2 0.2
H -0.502 2.339 7.373 -0.5 -0.2 -0.1
H 1.595 0.145 5.740 -0.6 -0.2 0.6
H 3.313 -0.328 7.403 0.1 0.2 0.0
H 2.636 -0.763 9.773 0.0 -0.2 0.1
H 0.310 -0.895 10.398 -0.2 0.1 -0.4
H -1.433 -0.937 8.661 -0.5 0.6 -0.1
H -3.107 1.006 8.312 -0.1 -1.1 -0.9
H -5.116 -0.149 8.814 -0.5 -0.1 -0.1
H -6.430 -1.322 7.058 0.1 0.2 -0.2
H -5.536 -1.561 4.719 0.5 0.5 0.6
H -3.263 -0.837 4.295 0.7 0.2 0.2
N -3.879 2.019 -2.390 0.7 -0.6 -0.7
C -3.395 3.078 -3.325 -0.9 0.1 -0.7
C -2.048 3.688 -3.016 0.9 1.0 0.1
N -0.911 2.766 -3.131 0.1 -0.2 -2.0
H -4.822 1.679 -2.628 0.6 0.6 0.1
H -3.929 2.423 -1.463 -0.1 -0.1 0.1
H -4.135 3.867 -3.363 -0.1 0.6 0.2
H -3.385 2.759 -4.391 0.2 -0.5 0.7
H -1.934 4.149 -2.041 -0.8 0.1 0.5
H -1.914 4.595 -3.692 -0.1 -1.4 0.5
H -0.526 2.386 -2.272 0.2 1.0 -0.2
H -0.229 3.171 -3.820 -0.6 -1.2 1.5
O -0.080 -1.848 -3.912 -1.4 -0.5 -1.0
P -0.384 -2.177 -5.394 2.3 0.1 -0.7
C 0.801 -3.494 -5.977 0.6 -0.8 -1.1
P 2.564 -3.128 -5.313 -4.4 0.8 2.9
O 2.692 -1.652 -5.328 1.4 -0.9 -0.2
C 3.533 -4.143 -6.346 3.1 -2.2 -1.7
C 4.781 -3.621 -6.947 1.4 -1.8 0.0
C 5.550 -4.618 -7.830 0.2 3.0 1.4
C 5.034 -5.788 -8.176 -0.9 -1.7 -0.7
C 3.796 -6.204 -7.655 -0.3 0.7 0.6
C 3.244 -5.487 -6.619 -2.0 2.3 1.6
C 2.732 -4.079 -3.655 0.2 0.3 -1.3
C 1.693 -4.874 -3.162 0.6 0.8 1.2
C 1.915 -5.543 -1.907 -2.6 -1.4 -0.9
C 3.135 -5.499 -1.317 1.8 1.7 -0.1
C 4.144 -4.602 -1.769 -0.9 -0.8 -0.1
C 3.956 -3.946 -2.973 -0.3 0.3 0.6
C -2.101 -2.805 -5.491 -0.2 1.4 -0.8
C -3.059 -1.758 -5.806 -0.4 -1.3 -1.0
C -4.264 -1.765 -5.041 0.4 0.8 0.6
C -4.478 -2.746 -4.071 1.7 -0.3 0.3
C -3.645 -3.900 -4.079 -0.8 0.3 -0.2
C -2.488 -3.972 -4.810 0.7 0.9 -0.6
C -0.022 -0.735 -6.421 -1.6 -2.1 -2.4
C 0.460 -0.785 -7.797 0.3 -0.4 3.7
C 1.051 0.343 -8.249 0.0 1.1 -2.3
C 0.619 1.553 -7.741 -0.2 -0.5 2.9
C -0.218 1.504 -6.568 1.1 2.7 -2.2
C -0.564 0.416 -5.860 0.0 -2.2 1.9
H 0.956 -3.346 -7.182 -0.8 -0.7 3.0
H 0.415 -4.531 -5.626 0.7 1.6 -1.2
H 5.515 -3.177 -6.201 -0.9 -0.5 -0.4
H 6.521 -4.242 -8.174 -0.4 -0.4 0.0
H 5.472 -6.469 -8.862 0.8 -0.2 -0.6
H 3.159 -7.015 -8.001 0.8 -0.3 -0.2
H 2.356 -5.795 -6.075 0.0 -0.7 -0.4
H 0.728 -4.689 -3.630 0.0 -0.8 0.4
H 1.115 -6.213 -1.389 1.3 1.4 -1.3
H 3.394 -6.001 -0.420 -0.4 -0.6 0.8
H 4.991 -4.469 -1.093 0.0 0.1 -0.7
H 4.663 -3.201 -3.295 0.3 0.1 -0.2
H -2.949 -1.190 -6.816 0.2 -0.3 2.5
H -4.959 -0.897 -4.959 0.6 -0.7 -0.9
H -5.080 -2.488 -3.202 -0.6 -0.7 -0.5
H -3.820 -4.788 -3.528 -0.8 -0.4 0.9
H -1.847 -4.881 -4.861 -0.5 0.9 0.5
H 0.597 -1.628 -8.403 0.2 -1.6 -0.3
H 1.726 0.236 -9.125 -0.7 0.5 0.5
H 1.073 2.474 -8.026 0.0 0.6 -0.4
H -0.550 2.411 -6.116 -0.2 1.2 -0.3
H 4.575 -2.753 -7.532 -0.3 1.1 -0.7
O -1.272 -0.420 -0.835 -0.2 0.0 0.1
H -0.423 -0.885 -0.919 -0.3 0.0 0.9
H -1.621 -0.438 0.084 0.7 -0.1 -0.8
O 3.980 -6.141 2.064 0.2 0.6 0.6
H 3.607 -6.242 2.984 0.6 0.2 -1.0
H 4.662 -5.435 2.080 -0.8 -0.8 0.3
O 2.837 -6.990 4.560 1.2 -2.7 1.4
H 2.580 -7.945 4.385 0.0 1.7 -0.2
H 3.519 -7.206 5.278 -1.2 1.0 -1.3
```
Forces are in eV/Å.

Summary:
Charge = +2
Energy relative to the best compared isomer or geometry (same formula, charge and spin) = 0.0 kJ/mol
Orbital gap = 2.63 eV


Q: Which formula does entry 1 have?
A: C8H11N6